(1)
Below is C29H63B3N4O4 as an isolated structure, with properties calculated with ωB97M-V with the def2-TZVPD basis set.

XYZ file:
```
103
Properties=species:S:1:pos:R:3:mulliken_charge:R:1
C 9.960 2.078 0.764 -1.5112
C 9.846 3.566 1.131 0.4510
C 9.518 3.765 2.616 -1.5865
C 8.943 4.353 0.166 0.4464
C 8.720 5.802 0.604 -1.7973
C 7.613 3.672 -0.156 -0.8978
O 6.989 3.052 0.978 -0.3743
B 5.791 3.558 1.348 0.4784
O 5.499 4.915 1.404 -0.3339
B 4.144 5.145 1.576 0.4921
O 3.226 4.342 0.924 -0.6571
B 3.668 3.034 0.832 0.2971
C 3.123 1.998 -0.195 0.7647
C 2.451 0.825 0.158 -0.5864
C 2.048 -0.052 -0.840 -0.3761
C 2.347 0.276 -2.159 -0.6563
N 2.974 1.386 -2.534 -0.5987
C 3.346 2.212 -1.561 -0.5407
O 4.729 2.700 1.668 -0.0060
H 10.851 1.922 0.161 0.3885
H 10.087 1.468 1.653 0.3587
H 9.110 1.698 0.210 0.2919
H 10.842 3.994 1.012 0.5563
H 9.709 4.789 2.918 0.3890
H 10.141 3.088 3.192 0.4989
H 8.489 3.508 2.843 0.1873
H 9.475 4.396 -0.787 0.3631
H 8.007 6.281 -0.059 0.4520
H 8.324 5.856 1.613 0.3454
H 9.654 6.358 0.576 0.4126
H 7.768 2.897 -0.902 0.4601
H 6.951 4.400 -0.623 0.4236
H 3.815 6.019 2.307 -0.1144
H 2.264 0.616 1.201 0.3981
H 1.544 -0.961 -0.558 0.6865
H 2.054 -0.409 -2.942 0.4609
H 3.862 3.113 -1.870 0.4131
C 3.250 -4.266 -1.199 -1.2298
C 1.892 -4.950 -1.143 -0.4729
N 0.966 -4.472 -2.153 0.4507
C -0.403 -4.896 -1.920 -0.6452
C -0.712 -6.397 -1.967 -1.3676
C 1.437 -4.555 -3.525 -0.6711
C 1.872 -5.926 -4.058 -1.1230
H 3.142 -3.181 -1.169 0.1430
H 3.851 -4.572 -0.343 0.4481
H 3.806 -4.533 -2.099 0.3060
H 1.446 -4.747 -0.165 0.4503
H 2.044 -6.039 -1.193 0.2758
H -1.056 -4.382 -2.632 0.2991
H -0.703 -4.523 -0.935 0.3979
H -0.696 -6.786 -2.985 0.2655
H -1.714 -6.575 -1.573 0.4727
H -0.015 -6.978 -1.362 0.2689
H 2.282 -3.868 -3.632 0.3318
H 0.660 -4.145 -4.175 0.4577
H 2.531 -6.446 -3.361 0.2567
H 2.424 -5.796 -4.990 0.4006
H 1.023 -6.573 -4.274 0.2633
C -6.000 -2.455 0.232 -1.5190
C -4.753 -1.602 0.062 -0.3596
N -3.667 -2.294 -0.603 0.2655
C -2.391 -1.608 -0.495 -0.0181
C -2.262 -0.232 -1.160 -1.0807
C -3.985 -2.844 -1.909 0.1520
C -4.505 -1.881 -2.985 -1.0655
H -5.764 -3.398 0.726 0.3627
H -6.726 -1.921 0.848 0.4215
H -6.481 -2.676 -0.722 0.3129
H -4.409 -1.317 1.061 0.4284
H -5.029 -0.665 -0.450 0.2498
H -1.607 -2.264 -0.882 -0.2801
H -2.167 -1.492 0.571 0.3768
H -2.207 -0.309 -2.245 0.2365
H -1.340 0.251 -0.828 0.3863
H -3.088 0.431 -0.900 0.2786
H -4.731 -3.632 -1.775 0.4082
H -3.103 -3.365 -2.288 -0.4491
H -5.290 -1.227 -2.603 0.2417
H -4.932 -2.454 -3.810 0.4097
H -3.714 -1.260 -3.402 0.2788
C -5.947 1.288 3.880 -1.5691
C -6.691 1.571 2.584 -0.2481
N -7.974 0.899 2.501 0.2202
C -8.553 0.918 1.169 -0.4747
C -8.929 2.279 0.570 -1.1338
C -8.889 1.165 3.597 -0.7068
C -9.265 2.624 3.886 -0.9764
H -5.854 0.214 4.047 0.3264
H -4.944 1.713 3.830 0.4418
H -6.444 1.729 4.745 0.3682
H -6.065 1.214 1.760 0.3892
H -6.782 2.661 2.456 0.2400
H -9.435 0.272 1.164 0.4517
H -7.842 0.434 0.491 0.0650
H -9.818 2.700 1.037 0.2435
H -9.152 2.161 -0.492 0.4439
H -8.117 3.001 0.654 0.2728
H -8.455 0.743 4.507 0.3961
H -9.799 0.585 3.427 0.3660
H -8.391 3.276 3.908 0.2526
H -9.744 2.689 4.865 0.3809
H -9.970 3.022 3.157 0.2555
```

The calculation puts the LUMO energy at 0.5 eV. The HOMO energy is -0.2975 Ha.

=====

(2)
Below is C29H63Ca2N2O7 as an isolated structure at a distorted geometry, with properties calculated with ωB97M-V with the def2-TZVPD basis set.

XYZ file:
```
103
Properties=species:S:1:pos:R:3:mulliken_charge:R:1
Ca 0.424 4.277 17.180 1.4657
Ca 1.364 0.436 21.363 1.4167
O 3.901 1.982 18.134 -0.2729
C 2.651 1.869 18.544 -0.1117
O 2.402 0.936 19.371 0.0482
O 1.847 2.682 18.008 -0.4805
H 4.417 1.261 18.569 0.1191
C 8.307 1.174 19.069 -0.7553
C 7.863 -0.288 18.891 -0.6934
C 6.391 -0.099 18.610 0.5775
O 5.972 0.913 19.556 -0.2132
C 7.071 1.848 19.696 -0.4201
H 8.585 1.623 18.117 0.2665
H 9.182 1.231 19.714 0.3740
H 7.984 -0.844 19.820 0.3355
H 8.393 -0.783 18.081 0.4050
H 5.802 -1.004 18.806 -0.2161
H 6.153 0.179 17.574 -0.1468
H 7.225 2.061 20.752 0.3055
H 6.799 2.763 19.166 0.2007
C 4.626 6.248 15.967 -0.6571
C 3.627 7.407 15.766 -0.7279
C 2.356 6.918 16.477 -0.5848
O 2.469 5.473 16.553 -0.0039
C 3.872 5.224 16.816 -0.3862
H 5.558 6.544 16.442 0.3910
H 4.901 5.834 14.998 0.2849
H 3.409 7.567 14.714 0.2911
H 3.981 8.336 16.206 0.3538
H 1.444 7.239 15.966 0.3330
H 2.286 7.292 17.507 0.4067
H 4.114 4.194 16.573 0.0596
H 4.050 5.381 17.884 0.3409
C -1.721 -1.658 19.180 -0.6583
C -2.112 -1.674 20.666 -0.7224
C -0.805 -2.002 21.377 -0.5869
O 0.227 -1.389 20.548 -0.1019
C -0.186 -1.527 19.163 -0.0306
H -2.211 -0.872 18.607 0.2577
H -2.047 -2.582 18.703 0.3908
H -2.892 -2.391 20.905 0.3685
H -2.475 -0.700 21.006 0.2595
H -0.625 -3.078 21.391 0.2968
H -0.763 -1.602 22.391 0.4481
H 0.285 -2.390 18.691 0.1605
H 0.176 -0.639 18.640 0.0504
C 3.239 -0.797 15.349 -0.1490
C 3.062 -1.474 16.710 0.8362
C 4.103 -2.586 16.638 -0.5819
O 5.151 -2.062 15.785 -0.4636
C 4.755 -0.818 15.227 -0.2481
H 2.814 0.203 15.285 -0.3968
H 2.799 -1.440 14.583 0.4986
H 2.039 -1.849 16.818 0.1461
H 3.236 -0.770 17.529 -0.6792
H 3.727 -3.507 16.193 0.3870
H 4.603 -2.780 17.589 0.1874
H 5.114 -0.757 14.202 0.4464
H 5.185 -0.001 15.825 -0.0142
C 3.370 -2.602 20.308 -0.9968
C 3.001 -2.532 21.762 -1.4657
N 2.881 -1.145 22.302 1.2332
C 2.464 -1.187 23.735 -0.6547
C 3.441 -1.811 24.725 -1.3885
C 4.164 -0.436 22.115 0.0109
C 4.157 1.015 22.599 -1.1935
H 2.665 -2.056 19.669 -0.0036
H 3.347 -3.638 19.969 0.5983
H 4.351 -2.202 20.055 0.2974
H 2.020 -2.984 21.920 0.4552
H 3.721 -3.090 22.366 0.5318
H 1.526 -1.751 23.776 0.2748
H 2.251 -0.154 24.045 0.4755
H 3.549 -2.880 24.568 0.3574
H 2.996 -1.690 25.715 0.4712
H 4.401 -1.304 24.747 0.2914
H 5.005 -0.921 22.628 0.4396
H 4.445 -0.400 21.066 -0.4191
H 3.544 1.606 21.900 0.3164
H 3.856 1.133 23.640 0.2765
H 5.145 1.458 22.521 0.2817
C -0.460 1.327 15.526 -1.0202
C -0.967 2.552 14.766 -0.9620
N -0.134 3.782 14.896 1.3678
C 1.032 3.797 13.973 -0.9054
C 2.058 2.696 14.196 -1.0523
C -0.972 4.984 14.594 -0.3741
C -1.614 5.075 13.235 -1.3695
H -0.186 1.535 16.569 -0.0729
H 0.381 0.840 15.047 0.3391
H -1.265 0.590 15.550 0.4888
H -1.159 2.319 13.717 0.2899
H -1.945 2.802 15.198 0.4977
H 0.706 3.753 12.933 0.3589
H 1.550 4.742 14.149 0.4258
H 2.205 2.476 15.259 -0.3487
H 1.765 1.761 13.719 0.5642
H 3.003 2.999 13.752 0.5192
H -0.335 5.872 14.705 0.1135
H -1.768 5.035 15.357 0.4348
H -2.105 4.157 12.922 0.2964
H -0.876 5.320 12.470 0.3619
H -2.311 5.910 13.228 0.4504
```

The calculation puts the LUMO energy at -8.8 eV. The HOMO energy is -0.5625 Ha. Its net charge is +3. For the relative energy (zero: lowest compared OMol25 entry of this formula, charge and spin), the calculation gives 0.0 kcal per mole.

=====

(3)
Below is a 4-piece molecular cluster, C29H63F3NO2 overall at a distorted geometry, with properties calculated with ωB97M-V with the def2-TZVPD basis set.

XYZ file:
```
98
Properties=species:S:1:pos:R:3:mulliken_charge:R:1
C -6.853 -1.842 -0.240 -0.9883
C -5.740 -1.334 -1.269 -0.3681
C -4.456 -2.274 -1.403 -0.5161
N -4.063 -2.993 -0.147 0.3742
C -2.894 -3.880 -0.499 -0.5997
C -2.396 -4.822 0.688 -0.6855
C -2.904 -4.429 2.155 -0.0534
O -3.859 -5.424 2.632 -0.5354
C -3.409 -2.919 2.340 -0.8991
C -3.663 -2.105 0.991 0.3561
C -2.445 -1.106 0.626 -0.4966
C -2.128 -0.077 1.825 0.2668
O -3.251 0.198 2.673 -0.5794
C -1.614 1.312 1.240 0.6281
F -2.640 2.068 0.662 -0.2820
F -0.720 0.986 0.187 -0.2635
F -0.894 2.026 2.188 -0.2153
H -7.884 -1.680 -0.711 0.3568
H -6.799 -2.941 0.025 0.2467
H -6.832 -1.153 0.673 0.2573
H -6.223 -1.296 -2.304 0.4691
H -5.387 -0.262 -1.069 0.2223
H -3.611 -1.647 -1.832 0.0868
H -4.682 -3.065 -2.201 0.5145
H -4.798 -3.634 0.212 0.3378
H -2.037 -3.301 -0.988 0.3639
H -3.276 -4.574 -1.329 0.4962
H -1.264 -4.907 0.660 0.3031
H -2.788 -5.881 0.485 0.3342
H -2.001 -4.550 2.849 0.3548
H -4.703 -5.256 2.171 0.3663
H -4.427 -2.986 2.868 0.2687
H -2.720 -2.399 3.074 0.3057
H -4.545 -1.404 1.205 0.0786
H -2.726 -0.449 -0.268 -0.0482
H -1.491 -1.678 0.360 0.1796
H -1.314 -0.501 2.510 -0.0566
H -4.024 0.467 2.126 0.3942
C -0.477 0.394 -6.640 -1.3479
C 0.521 0.975 -5.647 -0.4045
C 0.387 0.378 -4.245 -0.4365
C -0.959 0.631 -3.560 0.0585
C -1.337 2.106 -3.409 -0.6533
C -0.360 2.881 -2.536 -0.5073
H -1.509 0.594 -6.340 0.2804
H -0.330 0.837 -7.628 0.3982
H -0.348 -0.687 -6.731 0.3124
H 0.414 2.063 -5.611 0.2770
H 1.534 0.781 -6.013 0.4206
H 1.196 0.767 -3.617 -0.0797
H 0.549 -0.705 -4.303 0.4419
H -0.937 0.166 -2.566 -0.1598
H -1.754 0.118 -4.113 0.3436
H -2.333 2.164 -2.957 0.3836
H -1.418 2.589 -4.387 0.3332
H -0.310 2.450 -1.535 -0.0442
H -0.687 3.920 -2.439 0.4329
H 0.646 2.890 -2.961 -0.0267
C 6.185 2.733 0.717 -1.2789
C 4.805 3.099 0.187 -0.5816
C 4.142 1.962 -0.594 0.0347
C 4.886 1.526 -1.859 -0.8372
C 5.118 2.636 -2.886 -0.5202
C 3.822 3.215 -3.435 -0.8368
H 6.879 2.497 -0.093 0.3810
H 6.607 3.568 1.281 0.3682
H 6.126 1.868 1.383 0.2609
H 4.875 3.998 -0.432 0.3725
H 4.162 3.362 1.034 0.3677
H 3.121 2.262 -0.854 -0.0435
H 4.039 1.092 0.066 0.2984
H 4.318 0.716 -2.334 0.3407
H 5.852 1.091 -1.586 0.3818
H 5.699 2.224 -3.717 0.3846
H 5.726 3.439 -2.459 0.2473
H 3.225 2.437 -3.920 0.0252
H 4.039 3.985 -4.181 0.4080
H 3.219 3.677 -2.650 0.2328
C 1.790 -2.087 3.763 -0.8288
C 1.829 -1.244 5.032 -0.4917
C 1.272 0.166 4.830 -0.6267
C 2.042 1.028 3.826 -0.1937
C 3.525 1.222 4.148 -0.1906
C 3.756 1.949 5.467 -1.3947
H 2.397 -1.649 2.968 0.2352
H 2.179 -3.089 3.961 0.4188
H 0.763 -2.188 3.397 -0.0220
H 2.853 -1.201 5.413 0.2728
H 1.237 -1.746 5.804 0.3885
H 1.239 0.673 5.799 0.3851
H 0.229 0.092 4.496 0.1683
H 1.560 2.010 3.769 0.4216
H 1.953 0.593 2.825 0.0621
H 3.981 1.806 3.342 0.0342
H 4.049 0.262 4.163 0.3332
H 3.291 2.938 5.451 0.3033
H 4.827 2.085 5.638 0.4106
H 3.355 1.391 6.315 0.3117
```

The calculation puts the LUMO energy at -3.1 eV. The HOMO energy is -0.4536 Ha. Its net charge is +1.

=====

Which value of LUMO energy does entry 2 give? -8.8 eV